1.
The following is a quantum chemistry calculation of a molecular structure, C25H57AgN8O11 at a distorted geometry, from the Open Molecules 2025 dataset.

Properties
orbital gap	0.3383	Ha

Last column: Mulliken charge in e.
Geometry (Å):
Ag  -0.61  0.46  -1.41  1.2765
O  0.85  2.06  -4.80  -0.5055
C  0.04  1.89  -3.74  0.4927
O  -1.19  1.84  -3.93  -0.5639
O  0.64  1.73  -2.64  -0.7128
H  0.36  2.19  -5.62  0.3279
C  3.00  -1.29  -0.45  0.3619
O  1.94  -1.56  -1.07  -0.4461
N  4.02  -2.09  -0.34  0.2500
C  5.34  -1.61  0.15  -0.7705
C  4.09  -3.45  -0.91  -1.0009
H  3.06  -0.34  0.13  -0.0865
H  5.56  -2.30  0.92  0.3874
H  5.24  -0.58  0.58  0.1542
H  6.13  -1.69  -0.63  0.2818
H  4.09  -4.27  -0.26  0.3540
H  3.20  -3.47  -1.59  0.1547
H  4.86  -3.54  -1.65  0.4017
C  1.11  -0.89  4.25  -0.0448
O  1.57  -1.59  3.35  -0.4768
N  0.78  0.43  4.21  0.5821
C  1.09  1.15  2.93  -1.5291
C  0.37  1.20  5.30  -0.9173
H  0.88  -1.23  5.29  0.1796
H  0.43  1.97  2.76  0.5940
H  0.82  0.51  2.08  -0.0035
H  2.15  1.42  2.91  0.6876
H  0.58  0.67  6.25  0.3230
H  0.96  2.12  5.30  0.3213
H  -0.66  1.49  5.25  0.2682
C  -2.56  -0.24  1.25  -0.1383
O  -1.64  0.51  0.93  0.2783
N  -3.05  -0.23  2.50  0.5124
C  -4.27  -1.04  2.83  -1.0690
C  -2.48  0.67  3.48  -0.5511
H  -3.21  -0.77  0.52  -0.0365
H  -5.06  -0.28  3.05  0.3228
H  -4.05  -1.62  3.68  0.3228
H  -4.49  -1.72  2.03  0.3595
H  -1.64  1.11  2.95  -0.3315
H  -3.13  1.46  3.80  0.2911
H  -2.23  0.11  4.38  0.4227
C  4.38  2.44  1.29  -0.1598
O  4.46  1.23  1.33  -0.5193
N  3.47  3.12  0.59  0.2997
C  3.38  4.60  0.82  -0.9899
C  2.40  2.52  -0.18  -0.5571
H  5.13  3.01  1.89  0.3431
H  3.90  5.06  -0.03  0.2621
H  3.95  4.87  1.71  0.4196
H  2.35  4.78  0.97  0.3372
H  1.56  2.13  0.40  -0.4477
H  2.00  3.37  -0.81  0.3436
H  2.89  1.69  -0.77  0.4961
C  -0.80  -2.35  -1.94  0.1506
O  -1.53  -1.49  -1.47  -0.5690
N  -0.36  -2.42  -3.21  0.4207
C  0.73  -3.33  -3.55  -1.0321
C  -0.54  -1.29  -4.07  -1.3137
H  -0.49  -3.32  -1.37  0.0597
H  0.55  -4.26  -2.96  0.3149
H  1.66  -2.83  -3.33  0.3488
H  0.71  -3.64  -4.57  0.3553
H  -1.52  -0.82  -4.09  0.0064
H  0.17  -0.46  -4.00  0.5775
H  -0.43  -1.73  -5.07  0.4299
C  -0.17  -3.20  2.22  0.1348
O  -1.11  -2.93  2.92  -0.6818
N  0.74  -4.22  2.34  0.2005
C  0.56  -5.12  3.46  -1.0533
C  1.94  -4.16  1.53  -0.6209
H  0.07  -2.50  1.37  0.2705
H  -0.48  -5.34  3.43  0.3405
H  0.73  -4.63  4.44  0.2723
H  1.14  -6.02  3.45  0.3827
H  2.06  -5.06  1.03  0.5793
H  1.93  -3.32  0.81  -0.2284
H  2.83  -3.99  2.17  0.3229
C  -0.90  3.89  1.12  -0.0153
O  0.16  4.38  1.36  -0.6060
N  -1.58  4.14  0.00  0.1573
C  -2.84  3.44  -0.25  -0.8551
C  -0.94  4.82  -1.13  -0.7240
H  -1.38  3.25  1.85  0.4161
H  -3.60  4.10  -0.72  0.3658
H  -3.24  3.14  0.74  0.2735
H  -2.74  2.54  -0.89  0.1373
H  -1.81  5.09  -1.78  0.3189
H  -0.45  5.71  -0.78  0.3172
H  -0.36  4.07  -1.65  0.0293
C  -4.06  0.68  -2.64  0.3768
O  -4.14  0.07  -1.62  -0.6415
N  -4.38  0.19  -3.88  0.1813
C  -4.33  1.06  -5.02  -0.9879
C  -4.40  -1.24  -4.15  -1.0388
H  -3.82  1.77  -2.74  0.0840
H  -5.34  1.33  -5.31  0.4096
H  -3.73  0.73  -5.86  0.3192
H  -3.98  2.05  -4.80  0.2790
H  -4.15  -1.86  -3.31  0.2381
H  -5.42  -1.56  -4.48  0.3040
H  -3.68  -1.41  -4.89  0.4413


2.
The following is a quantum chemistry calculation of 9 unconnected molecules or ions with the total composition C25H57ClN7O18 at a distorted geometry, from the Open Molecules 2025 dataset.

Properties
net charge	-2
⟨S²⟩	0.77
2S+1	2
orbital gap (spin up / spin down)	0.1145 / 0.2100	Ha

Last column: Löwdin spin population.
Geometry (Å):
Cl  6.69  -10.20  2.19  0.0000
O  7.11  -11.32  2.89  0.0000
O  6.93  -10.36  0.83  0.0000
O  5.27  -10.09  2.38  0.0000
O  7.36  -9.04  2.67  0.0000
C  4.17  -8.95  -0.55  0.0001
N  3.21  -8.82  -1.65  0.0000
O  2.46  -9.74  -1.73  0.0005
O  3.15  -7.82  -2.35  0.0000
H  3.52  -8.84  0.32  0.0000
H  4.85  -8.11  -0.68  0.0000
H  4.73  -9.88  -0.69  0.0001
C  7.97  -7.31  -0.49  0.0000
N  8.13  -6.38  -1.63  0.0000
O  7.16  -6.05  -2.28  0.0000
O  9.31  -6.01  -1.87  0.0000
H  8.00  -6.50  0.25  0.0000
H  8.86  -7.94  -0.46  0.0000
H  7.00  -7.79  -0.61  0.0000
C  8.11  -8.23  5.76  0.0000
N  7.89  -9.56  6.41  0.0000
O  8.88  -10.12  6.85  0.0000
O  6.73  -10.03  6.47  0.0000
H  7.12  -7.82  5.56  0.0000
H  8.73  -8.26  4.87  0.0000
H  8.52  -7.65  6.59  0.0000
C  8.20  -14.74  -1.63  0.0001
C  8.16  -13.24  -1.16  0.0000
C  9.37  -12.27  -1.51  0.0000
O  10.67  -12.69  -1.02  0.0000
C  10.72  -12.60  0.41  0.0000
N  7.02  -12.61  -1.76  0.0003
H  9.07  -15.25  -1.22  0.0000
H  8.12  -14.81  -2.72  0.0000
H  7.36  -15.30  -1.22  0.0000
H  7.94  -13.21  -0.09  0.0000
H  9.24  -11.30  -1.04  0.0000
H  9.45  -12.21  -2.59  0.0000
H  10.01  -13.28  0.88  0.0000
H  10.55  -11.59  0.78  0.0000
H  11.70  -12.77  0.86  0.0000
H  6.65  -11.75  -1.38  -0.0001
H  6.28  -13.27  -1.55  0.0001
C  10.68  -14.11  4.37  0.0000
C  10.58  -12.85  5.18  0.0000
C  11.25  -11.66  4.51  0.0000
O  12.64  -11.87  4.77  0.0000
C  13.42  -10.71  4.48  0.0000
N  9.15  -12.54  5.32  0.0000
H  11.68  -14.55  4.37  0.0000
H  10.25  -14.00  3.38  0.0000
H  10.17  -14.96  4.83  0.0000
H  10.98  -13.05  6.18  0.0000
H  10.90  -10.73  4.95  0.0000
H  10.94  -11.71  3.46  0.0000
H  13.07  -10.16  3.60  0.0000
H  14.47  -10.97  4.43  0.0000
H  13.40  -10.08  5.37  0.0000
H  9.12  -11.77  5.97  0.0000
H  8.78  -12.12  4.48  0.0000
C  4.82  -4.26  2.56  0.0000
C  6.10  -5.16  2.41  0.0000
C  6.74  -5.56  3.76  0.0000
O  7.32  -4.38  4.21  0.0000
C  7.34  -4.11  5.60  0.0000
N  5.68  -6.36  1.73  0.0000
H  4.49  -3.91  1.58  0.0000
H  4.92  -3.39  3.21  0.0000
H  4.15  -4.88  3.16  0.0000
H  6.86  -4.71  1.78  0.0000
H  7.50  -6.32  3.55  0.0000
H  6.03  -5.96  4.49  0.0000
H  7.81  -4.87  6.23  0.0000
H  6.33  -3.81  5.88  0.0000
H  7.99  -3.24  5.69  0.0000
H  4.87  -6.77  2.17  0.0000
H  6.46  -6.97  1.94  0.0000
C  4.60  -12.72  6.12  0.0000
C  4.84  -13.60  4.90  0.0000
C  3.89  -14.83  5.12  0.0000
O  4.06  -15.43  6.36  0.0000
C  2.98  -16.42  6.67  0.0000
N  4.55  -12.94  3.64  0.0002
H  5.13  -11.78  5.97  0.0000
H  5.12  -13.19  6.96  0.0000
H  3.55  -12.43  6.23  0.0000
H  5.83  -14.06  4.97  0.0000
H  4.09  -15.57  4.34  0.0000
H  2.86  -14.52  4.94  0.0001
H  2.74  -16.97  5.76  0.0000
H  1.99  -16.08  6.98  0.0000
H  3.44  -17.11  7.37  0.0000
H  5.08  -12.08  3.76  0.0000
H  5.04  -13.43  2.90  0.0000
C  0.64  -13.76  -0.24  0.0405
C  1.64  -13.72  -1.13  0.0881
C  2.95  -13.11  -0.77  0.1417
O  3.86  -12.99  -1.58  0.2050
C  2.99  -12.54  0.59  0.0267
C  1.99  -12.63  1.46  0.1117
C  0.71  -13.35  1.21  0.1224
O  -0.10  -13.70  2.04  0.2056
O  2.07  -12.07  2.70  0.0321
O  1.52  -14.33  -2.30  0.0222
H  -0.30  -14.22  -0.48  0.0012
H  3.79  -11.84  0.78  -0.0010
H  2.94  -12.25  3.06  0.0015
H  2.19  -14.11  -2.95  0.0007


3.
The following is a quantum chemistry calculation of 11 unconnected molecules or ions with the total composition C25H58O11 at a distorted geometry, from the Open Molecules 2025 dataset.

Properties
structure (SMILES)	CC(C)=O.CC(C)=O.CC(C)=O.CC(C)=O.CC(C)=O.CC(C)=O.CC(C)=O.CO.CO.CO.CO
ΔE to the lowest compared entry with this formula, charge and spin	2.867	eV
orbital gap	0.3632	Ha

Last column: Mulliken charge in e.
Geometry (Å):
C  13.57  13.97  13.16  -0.6921
O  12.16  13.81  12.95  -0.3380
H  14.06  13.58  12.30  0.2637
H  13.59  15.01  13.36  0.1975
H  13.90  13.38  14.00  0.3199
H  12.06  12.88  13.11  0.2356
C  10.04  8.85  11.35  -0.3326
O  9.40  9.72  12.31  -0.4691
H  9.46  8.68  10.41  0.0348
H  11.01  9.33  11.03  0.0614
H  10.23  7.91  11.85  0.3629
H  9.21  10.54  11.88  0.4674
C  9.91  12.38  9.99  0.9515
O  8.83  11.58  10.52  -0.6107
H  10.17  13.15  10.66  0.0298
H  10.86  11.76  9.97  -0.6448
H  9.74  12.68  8.95  -0.2157
H  8.14  12.24  10.88  0.4567
C  5.85  13.88  10.88  -0.7321
O  7.16  13.71  11.27  -0.2379
H  5.60  14.97  10.95  0.2479
H  5.75  13.55  9.82  0.1703
H  5.19  13.39  11.59  0.2853
H  7.60  14.58  11.23  0.0701
C  12.62  10.09  8.75  -0.9736
C  12.82  10.86  7.53  0.9335
O  13.51  11.87  7.60  -0.6087
C  12.19  10.45  6.22  -0.8599
H  11.80  9.36  8.86  0.1031
H  12.58  10.68  9.61  0.3003
H  13.49  9.37  8.74  0.4454
H  12.42  9.44  5.85  0.3445
H  12.47  11.19  5.42  0.3371
H  11.11  10.40  6.32  0.0215
C  7.74  18.14  13.69  -1.3909
C  8.14  16.85  12.98  0.8258
O  7.26  16.09  12.63  -0.5409
C  9.60  16.47  12.80  -0.5844
H  6.71  18.29  13.35  0.3347
H  8.48  18.89  13.46  0.3942
H  7.88  17.82  14.69  0.3230
H  9.64  15.41  12.44  -0.2107
H  10.19  16.61  13.72  0.4332
H  10.13  17.06  12.01  0.3841
C  6.77  13.72  16.36  -1.0275
C  7.95  14.33  15.71  0.7503
O  8.00  15.51  15.57  -0.5588
C  9.04  13.43  15.16  -0.7907
H  6.05  13.48  15.57  0.1956
H  6.39  14.51  17.02  0.3841
H  6.95  12.73  16.88  0.2630
H  8.71  12.91  14.25  0.1205
H  9.27  12.79  16.00  0.3759
H  9.80  14.08  14.90  0.2813
C  7.68  8.20  7.35  -1.3601
C  8.39  9.52  7.36  0.8344
O  9.58  9.68  7.60  -0.4251
C  7.51  10.75  6.90  -0.8317
H  8.34  7.39  7.77  0.3054
H  7.36  7.82  6.42  0.4123
H  6.80  8.40  8.02  0.3340
H  7.51  10.76  5.78  0.3608
H  8.00  11.66  7.22  -0.0134
H  6.50  10.59  7.24  0.4258
C  11.54  15.13  7.64  -0.1525
C  11.12  16.47  7.07  0.8826
O  11.17  17.47  7.72  -0.5719
C  10.63  16.47  5.65  -1.4264
H  12.34  15.23  8.42  0.2889
H  12.03  14.49  6.86  0.4053
H  10.70  14.59  8.07  -0.4665
H  11.51  16.56  4.99  0.3626
H  9.89  17.19  5.37  0.4080
H  10.07  15.55  5.38  0.3096
C  8.63  9.31  16.40  -0.9994
C  7.21  9.39  16.01  0.9017
O  6.54  10.41  16.23  -0.5474
C  6.57  8.17  15.43  -1.0228
H  8.89  8.44  16.99  0.3925
H  9.02  10.18  16.85  0.2579
H  9.13  9.03  15.40  0.1742
H  6.94  7.95  14.43  0.2641
H  5.45  8.30  15.51  0.2764
H  6.93  7.37  16.11  0.3175
C  8.84  15.93  9.55  -0.0884
C  8.16  15.45  8.25  0.7838
O  8.16  14.26  7.99  -0.5491
C  7.54  16.55  7.49  -1.6816
H  9.65  16.64  9.32  0.5015
H  9.31  15.06  10.03  -0.5583
H  8.08  16.49  10.14  0.4535
H  7.95  17.51  7.71  0.3533
H  6.48  16.53  7.78  0.4763
H  7.57  16.29  6.39  0.3250


Question: Which formula does entry 3 have?
Answer: C25H58O11